46
Properties=species:S:1:pos:R:3 method="wB97M-V/def2-TZVPD" lumo_energy_ev="-5.63 / -8.52" total_charge=+2 multiplicity=5
Rh -0.294 0.118 1.047
C 1.770 -1.682 3.462
C 2.180 -1.903 2.055
C 3.421 -2.616 1.675
O 1.826 -0.823 1.213
C -0.399 -3.300 1.555
O -0.011 -4.370 1.659
O -0.841 -2.220 1.433
H 2.372 -0.898 3.943
H 1.911 -2.594 4.039
H 0.716 -1.396 3.554
H 4.317 -2.014 1.884
H 3.434 -2.879 0.614
H 3.512 -3.541 2.243
H 2.296 -0.900 0.372
Br -7.003 0.960 1.467
C -5.157 0.758 1.357
C -4.592 -0.010 0.343
C -3.222 -0.137 0.302
N -2.412 0.455 1.194
C -2.964 1.193 2.169
C -4.325 1.368 2.289
H -5.208 -0.500 -0.397
H -2.751 -0.732 -0.471
H -2.288 1.651 2.878
H -4.728 1.966 3.093
Cl 0.859 1.579 2.898
C 0.558 3.225 2.227
Cl -0.293 3.075 0.690
H 1.525 3.687 2.070
H -0.053 3.766 2.939
C 1.311 2.046 -3.796
C 1.011 0.560 -3.539
C 2.251 -0.306 -3.813
C -0.186 0.088 -4.379
C 0.655 0.412 -2.118
N 0.382 0.304 -1.008
H 1.574 2.160 -4.847
H 2.150 2.394 -3.194
H 0.440 2.669 -3.593
H 2.514 -0.197 -4.864
H 2.052 -1.360 -3.620
H 3.103 0.018 -3.216
H 0.074 0.199 -5.431
H -1.073 0.689 -4.182
H -0.414 -0.962 -4.194



43
Properties=species:S:1:pos:R:3 method="wB97M-V/def2-TZVPD" lumo_energy_ev=3.12 total_charge=-1 multiplicity=1
Br 0.679 -0.902 -0.822
C 0.999 -3.929 1.050
C 2.265 -3.116 1.327
O 2.937 -3.451 2.266
N 2.524 -1.973 0.673
C 3.750 -1.157 0.815
H 0.582 -4.016 2.053
H 1.336 -4.863 0.601
H 0.364 -3.428 0.318
H 1.735 -1.603 0.162
H 4.478 -1.580 1.507
H 3.518 -0.174 1.225
H 4.122 -1.018 -0.200
N 0.816 0.775 0.868
C 1.100 2.186 0.643
C 0.230 2.936 1.365
C -0.416 2.048 2.211
C 0.041 0.729 1.980
H 1.144 -0.045 0.377
H 1.774 2.410 -0.171
H 0.100 4.000 1.234
H -1.085 2.405 2.981
H -0.314 -0.223 2.346
N 0.090 1.398 -1.218
C 0.288 1.512 -2.562
C -0.471 2.612 -2.920
C -1.038 3.201 -1.770
C -0.663 2.388 -0.729
H 0.464 0.639 -0.667
H 0.796 0.774 -3.166
H -0.633 2.859 -3.959
H -1.670 4.077 -1.780
H -0.946 2.444 0.311
N -1.883 -0.975 -1.032
C -2.432 0.246 -0.807
C -3.722 0.021 -0.400
C -3.939 -1.366 -0.378
C -2.707 -1.996 -0.686
H -0.876 -1.009 -1.108
H -1.849 1.139 -0.976
H -4.339 0.888 -0.215
H -4.863 -1.872 -0.140
H -2.282 -2.986 -0.607



51
Properties=species:S:1:pos:R:3 method="wB97M-V/def2-TZVPD" lumo_energy_ev="-3.50 / -3.49" total_charge=+1 multiplicity=2
Ce -0.901 0.128 -0.476
N -1.870 1.519 -2.514
C -1.033 2.738 -2.539
C 0.393 2.374 -2.897
N 0.995 1.400 -1.941
C 1.867 2.145 -0.997
C 2.344 1.356 0.207
N 1.210 0.938 1.052
C 1.758 0.367 -2.669
C 0.876 -0.578 -3.469
N -0.023 -1.361 -2.588
H -2.044 1.198 -3.465
H -2.790 1.732 -2.126
H -1.084 3.185 -1.544
H -1.400 3.485 -3.247
H 1.008 3.277 -2.939
H 0.417 1.950 -3.901
H 1.292 3.005 -0.643
H 2.739 2.543 -1.532
H 3.057 1.982 0.749
H 2.893 0.462 -0.095
H 0.769 1.751 1.487
H 1.551 0.373 1.826
H 2.323 -0.224 -1.943
H 2.496 0.830 -3.337
H 1.516 -1.227 -4.072
H 0.253 -0.026 -4.170
H 0.449 -2.211 -2.286
H -0.823 -1.693 -3.122
S -6.446 1.614 4.380
C -5.317 1.377 3.230
S -5.352 0.073 2.088
C -3.897 0.480 1.201
C -3.249 1.581 1.618
S -1.786 2.298 0.932
S -3.960 2.426 2.975
S -3.497 -0.584 -0.153
F 3.220 -3.311 4.326
C 1.991 -3.811 4.154
F 1.326 -3.675 5.299
F 2.116 -5.116 3.891
C 1.290 -3.107 3.004
C 1.897 -3.087 1.755
C 1.240 -2.446 0.726
N 0.046 -1.860 0.875
C -0.531 -1.895 2.078
C 0.062 -2.502 3.176
H 2.857 -3.556 1.590
H 1.695 -2.394 -0.258
H -1.507 -1.422 2.169
H -0.437 -2.502 4.133



54
Properties=species:S:1:pos:R:3 method="wB97M-V/def2-TZVPD" lumo_energy_ev="0.02 / 0.40" de_lowest_kj_mol=54.26 multiplicity=4
Cr -13.010 11.734 28.674
C -12.603 13.866 25.334
C -12.756 13.081 26.583
O -12.727 11.811 26.577
O -12.897 13.631 27.721
H -11.606 14.317 25.350
H -13.303 14.695 25.263
H -12.672 13.219 24.466
C -12.176 9.537 32.125
F -11.313 10.564 32.198
F -11.714 8.673 31.215
F -12.185 8.923 33.315
S -13.835 10.125 31.700
O -14.073 11.176 32.659
O -13.663 10.603 30.328
O -14.684 8.962 31.787
O -11.319 11.110 29.019
H -10.581 10.755 29.518
O -15.054 12.057 28.683
C -16.151 11.565 28.625
O -16.875 11.623 27.502
C -18.193 11.038 27.723
C -17.995 10.117 28.941
C -16.880 10.815 29.709
H -18.421 10.491 26.813
H -18.913 11.838 27.884
H -17.699 9.133 28.573
H -18.902 9.979 29.524
H -16.187 10.142 30.210
H -17.275 11.534 30.428
O -13.748 9.669 27.831
C -14.110 8.831 27.060
O -13.690 7.566 27.131
C -14.240 6.779 26.068
C -15.399 7.594 25.477
C -14.991 9.012 25.847
H -14.596 5.847 26.504
H -13.465 6.536 25.343
H -16.343 7.324 25.944
H -15.466 7.505 24.395
H -15.798 9.728 25.970
H -14.316 9.452 25.103
O -12.795 13.033 30.362
C -12.448 13.942 31.065
O -12.214 15.151 30.590
C -11.641 15.985 31.629
C -12.125 15.352 32.929
C -12.141 13.881 32.550
H -12.036 16.984 31.479
H -10.559 15.932 31.522
H -13.098 15.753 33.212
H -11.466 15.581 33.771
H -12.867 13.257 33.061
H -11.142 13.438 32.579



46
Properties=species:S:1:pos:R:3 method="wB97M-V/def2-TZVPD" lumo_energy_ev="-7.06 / -7.01" de_lowest_kj_mol=31.45 total_charge=+2 multiplicity=1
Mo 0.689 -0.186 0.657
O 2.650 -1.074 0.947
C 3.502 -0.350 1.888
C 3.394 1.095 1.490
N 1.978 1.549 1.515
C 1.484 1.797 2.901
C 0.266 0.932 3.155
O -0.693 1.202 3.765
O 0.467 -0.299 2.483
C 1.778 2.697 0.586
C 0.956 2.249 -0.606
O 0.261 2.920 -1.267
O 1.135 0.852 -0.793
H 2.764 -2.032 1.037
H 4.529 -0.697 1.772
H 3.147 -0.554 2.900
H 3.766 1.209 0.471
H 4.008 1.714 2.152
H 1.234 2.843 3.066
H 2.250 1.514 3.626
H 2.741 3.062 0.220
H 1.267 3.528 1.068
C -3.902 -2.849 -2.215
N -2.872 -2.803 -3.295
C -2.493 -4.172 -3.747
C -1.658 -1.994 -2.885
C -1.991 -0.533 -2.861
C -2.199 0.090 -4.092
C -2.636 1.401 -4.173
C -2.873 2.113 -3.011
C -2.643 1.523 -1.775
C -2.186 0.212 -1.696
H -4.779 -3.369 -2.591
H -4.162 -1.832 -1.934
H -3.483 -3.386 -1.367
H -3.291 -2.306 -4.086
H -1.977 -4.670 -2.929
H -1.840 -4.092 -4.611
H -3.394 -4.721 -4.005
H -0.884 -2.215 -3.621
H -1.344 -2.380 -1.911
H -2.000 -0.459 -5.007
H -2.788 1.863 -5.138
H -3.224 3.134 -3.058
H -2.811 2.097 -0.872
Te -1.896 -0.529 0.271



Please write out number 2 again, unchanged.
43
Properties=species:S:1:pos:R:3 method="wB97M-V/def2-TZVPD" lumo_energy_ev=3.12 total_charge=-1 multiplicity=1
Br 0.679 -0.902 -0.822
C 0.999 -3.929 1.050
C 2.265 -3.116 1.327
O 2.937 -3.451 2.266
N 2.524 -1.973 0.673
C 3.750 -1.157 0.815
H 0.582 -4.016 2.053
H 1.336 -4.863 0.601
H 0.364 -3.428 0.318
H 1.735 -1.603 0.162
H 4.478 -1.580 1.507
H 3.518 -0.174 1.225
H 4.122 -1.018 -0.200
N 0.816 0.775 0.868
C 1.100 2.186 0.643
C 0.230 2.936 1.365
C -0.416 2.048 2.211
C 0.041 0.729 1.980
H 1.144 -0.045 0.377
H 1.774 2.410 -0.171
H 0.100 4.000 1.234
H -1.085 2.405 2.981
H -0.314 -0.223 2.346
N 0.090 1.398 -1.218
C 0.288 1.512 -2.562
C -0.471 2.612 -2.920
C -1.038 3.201 -1.770
C -0.663 2.388 -0.729
H 0.464 0.639 -0.667
H 0.796 0.774 -3.166
H -0.633 2.859 -3.959
H -1.670 4.077 -1.780
H -0.946 2.444 0.311
N -1.883 -0.975 -1.032
C -2.432 0.246 -0.807
C -3.722 0.021 -0.400
C -3.939 -1.366 -0.378
C -2.707 -1.996 -0.686
H -0.876 -1.009 -1.108
H -1.849 1.139 -0.976
H -4.339 0.888 -0.215
H -4.863 -1.872 -0.140
H -2.282 -2.986 -0.607